Record 1
An isolated molecule of C30H26F6N2O5S in a non-equilibrium geometry. Source: the OMol25 dataset; level of theory: the ωB97M-V functional and the def2-TZVPD basis.

```
70
Properties=species:S:1:pos:R:3:forces:R:3
F -5.16725 -0.74192 2.56398 0.417 0.451 -0.588
C -4.50665 -0.25843 1.50457 -0.198 -0.252 -0.352
F -4.70525 -1.10402 0.45579 0.020 0.827 1.018
F -4.98850 0.95075 1.15912 0.136 -0.791 0.287
S -2.65207 -0.06032 1.89570 0.414 -0.126 -0.530
C -1.93200 -0.04788 0.15003 -0.834 1.289 0.839
C -1.11332 1.24232 -0.05335 0.221 -0.123 -0.126
C -0.37551 1.88553 0.94826 0.413 0.172 0.058
C 0.46884 2.95943 0.64354 -0.280 -0.459 -0.068
C 0.61482 3.36952 -0.67538 -0.041 0.268 0.120
C 1.62196 4.43668 -1.01743 0.415 0.293 -0.186
F 2.04301 4.33210 -2.31997 -0.274 0.177 0.875
F 1.12754 5.70524 -0.87281 0.442 -0.860 -0.083
F 2.74532 4.35375 -0.23976 -0.933 0.186 -0.596
C -0.19497 2.82584 -1.66423 -0.108 -0.301 0.133
C -1.04446 1.76878 -1.34990 -0.119 -0.086 0.099
O -2.55617 1.23752 2.51504 -0.467 -0.599 -0.041
O -2.19859 -1.24588 2.58024 -0.486 0.755 -0.004
H -2.85493 0.01265 -0.44832 0.344 0.057 -0.051
H -0.41633 1.58516 1.99419 -0.026 -0.050 -0.448
H 1.00137 3.46741 1.44376 0.061 -0.223 -0.183
H -0.16953 3.22724 -2.66959 0.112 -0.159 -0.008
H -1.64524 1.30403 -2.13016 0.123 0.175 0.106
C 3.89668 -2.70669 -0.33022 -0.122 0.489 -0.341
O 3.43782 -2.03219 -1.51500 0.622 -0.523 0.447
C 3.89175 -0.79740 -1.79587 0.182 0.254 0.376
C 4.84901 -0.07185 -1.06675 -0.332 -0.367 -0.279
C 5.21905 1.19356 -1.52448 -0.035 -0.134 -0.142
C 4.68470 1.74293 -2.68768 -0.315 0.033 -0.567
C 3.70734 1.01629 -3.40385 0.273 0.280 0.529
O 3.06265 1.40758 -4.53387 0.426 0.793 -0.317
C 3.44781 2.65334 -5.16624 -0.092 -0.469 0.536
C 3.30530 -0.21987 -2.92056 0.060 0.050 -0.337
N 2.31505 -0.96153 -3.65236 -0.401 -0.435 -0.272
C 1.15887 -1.47450 -3.15121 1.014 0.007 -1.088
C 0.62642 -1.05046 -1.85614 -2.391 0.083 2.125
C -0.70478 -1.40791 -1.53763 1.577 0.159 -1.973
C -1.20526 -1.35598 -0.15616 -0.054 -0.913 0.722
C -2.08650 -2.62310 0.06892 0.581 0.583 -0.394
C -1.73773 -3.50555 1.08258 0.018 -0.395 -0.065
C -2.49184 -4.65050 1.32818 -0.064 0.223 -0.198
C -3.63696 -4.89567 0.55864 0.042 0.000 -0.005
C -3.94648 -4.06021 -0.52016 0.295 0.254 -0.034
C -3.14123 -2.93777 -0.78729 -0.168 -0.552 0.123
O 1.36007 -0.41223 -1.05438 0.279 -0.164 -0.319
N 0.70346 -2.36713 -4.06477 0.308 0.452 0.165
C -0.41604 -3.27863 -3.94030 -0.453 -0.391 -0.099
C 1.54038 -2.36000 -5.17308 0.111 0.276 0.248
C 2.53125 -1.47824 -4.92747 -0.040 -0.083 0.591
H 3.37301 -3.66166 -0.34141 0.119 0.083 0.083
H 4.98262 -2.86516 -0.36344 -0.201 0.009 -0.015
H 3.62860 -2.14178 0.57352 0.003 -0.081 -0.263
H 5.27973 -0.50515 -0.16416 -0.097 0.242 -0.276
H 5.96436 1.75921 -0.96552 -0.205 -0.118 -0.148
H 5.00801 2.72083 -3.05900 -0.136 -0.411 0.292
H 2.84022 2.69075 -6.07048 0.155 0.092 0.098
H 3.21204 3.50640 -4.51444 0.061 -0.234 -0.158
H 4.51956 2.65859 -5.41720 -0.314 -0.060 0.058
H -1.39403 -1.67723 -2.33188 0.154 -0.178 0.231
H -0.32737 -1.39505 0.51425 -0.320 -0.063 -0.198
H -0.83941 -3.28511 1.65700 -0.311 -0.101 0.061
H -2.17375 -5.33191 2.11942 -0.267 0.160 -0.211
H -4.28156 -5.74638 0.79732 0.266 0.244 -0.170
H -4.80825 -4.27278 -1.16501 0.381 0.047 0.325
H -3.32730 -2.33000 -1.68028 -0.133 -0.113 0.474
H -0.29921 -4.06831 -4.68866 0.082 0.183 0.095
H -0.43700 -3.73603 -2.94641 0.007 0.270 -0.136
H -1.36852 -2.77351 -4.13130 0.199 -0.083 0.099
H 1.36989 -2.99644 -6.02231 -0.088 0.027 0.013
H 3.38267 -1.17878 -5.51193 -0.024 -0.047 0.043
```
Positions in Å, forces in eV/Å.

Net charge: 0
Energy above the lowest of the compared OMol25 structures with the same formula, charge and spin in eV: 0.000
Largest force on an atom in eV Å⁻¹: 3.200

These are the Mulliken partial charges, in e, on atoms 1 to 6: -0.228 0.652 -0.155 -0.231 1.087 -0.477

=====

Record 2
A cluster of 2 separate species, C9H14O in total in a non-equilibrium geometry. Source: the OMol25 dataset; level of theory: the ωB97M-V functional and the def2-TZVPD basis.

```
24
Properties=species:S:1:pos:R:3:forces:R:3
C 2.80443 -0.44919 0.54592 -0.174 -3.784 0.518
C 1.93932 0.11459 -0.54551 0.762 1.877 1.519
C 1.56786 -0.50993 -1.72317 -1.392 3.393 1.490
C 0.55214 0.23645 -2.48404 3.610 -7.118 -0.652
C 0.07990 1.36080 -2.02964 -1.020 4.350 1.869
O -0.84185 1.91495 -2.80071 -1.442 -1.079 -2.822
C 0.50438 2.10855 -0.85804 0.695 -1.835 -2.335
C 1.49304 1.46131 -0.17160 -0.409 1.280 2.247
H 3.78424 -0.89427 0.26287 -0.326 0.844 -0.259
H 2.29444 -1.49692 0.87827 0.821 2.561 -0.066
H 2.95128 0.24829 1.39038 -0.230 -0.645 -0.430
H 1.98391 -1.47541 -1.91717 -0.167 -0.392 -0.591
H 0.26306 -0.43392 -3.34107 -0.476 1.866 0.530
H -1.24727 2.72222 -2.59797 -0.346 1.660 1.161
H 0.18402 3.15661 -0.79381 0.077 -0.640 0.512
H 1.77278 2.09581 0.85138 -0.011 -2.352 -2.670
C -2.00034 -1.92323 1.95250 -2.836 1.177 -0.515
C -2.97636 -0.57744 1.87681 0.922 -3.637 2.265
H -2.63986 -2.88544 1.87308 1.205 1.641 -0.340
H -1.37432 -1.68093 1.10343 0.728 -1.055 0.097
H -1.51216 -1.96067 2.90761 0.557 0.050 0.215
H -2.54324 0.21088 2.47893 -0.122 0.280 -0.243
H -3.91670 -0.94683 2.27455 -0.293 0.628 0.299
H -3.12269 -0.39629 0.86700 -0.134 0.930 -1.797
```
Positions in Å, forces in eV/Å.

Net charge: 0
Energy above the lowest of the compared OMol25 structures with the same formula, charge and spin in eV: 2.790
SMILES: Cc1ccc(O)cc1.CC
Largest force on an atom in eV Å⁻¹: 8.007

These are the Mulliken partial charges, in e, on atoms 1 to 6: -1.159 0.868 -0.474 -0.472 0.790 -0.514

=====

Record 3
A structure of composition C42H55BIrN7P in a non-equilibrium geometry. Source: the OMol25 dataset; level of theory: the ωB97M-V functional and the def2-TZVPD basis.

```
107
Properties=species:S:1:pos:R:3:forces:R:3
Ir -0.62268 -0.41844 -0.41607 -2.698 1.397 3.791
C -5.99135 -1.82770 0.31531 -0.047 0.104 0.206
C -4.71607 -1.80473 -0.43524 0.496 -0.015 -0.320
C -4.44674 -2.37639 -1.66007 0.703 0.345 0.205
C -3.10052 -2.07364 -1.93480 -0.482 0.169 0.622
N -2.60469 -1.35364 -0.90707 1.668 0.175 -0.669
N -3.58375 -1.19506 -0.00868 -1.060 0.052 0.771
B -3.41619 -0.39469 1.30589 0.373 -0.160 -0.564
N -2.30691 -1.09870 2.11063 -0.723 0.499 0.715
N -1.20669 -1.52694 1.49428 1.282 0.779 -1.890
C -0.56076 -2.38565 2.30307 -0.299 0.138 0.195
C -1.28017 -2.47195 3.50618 0.177 0.240 -0.719
C -2.38797 -1.66158 3.34259 0.453 0.081 -0.415
C -3.50497 -1.44571 4.28825 -0.265 0.081 -0.081
C 0.57854 -3.16752 1.86764 0.753 -0.353 -0.448
C 0.83510 -3.32559 0.49810 -0.123 0.205 0.424
C 1.86649 -4.13414 0.06331 0.183 -0.100 -0.008
C 2.66038 -4.80471 0.98721 -0.105 0.105 0.023
C 2.42889 -4.64327 2.34794 0.102 -0.112 -0.193
C 1.39867 -3.83640 2.78646 -0.393 0.349 -0.249
N -3.04206 1.04211 0.88783 -0.603 0.000 1.022
N -2.16427 1.25850 -0.09222 1.805 -1.296 -0.704
C -2.28041 2.53491 -0.50005 -0.191 -0.085 0.299
C -3.25666 3.15931 0.29243 0.408 -0.601 -0.195
C -3.72913 2.18250 1.14731 0.504 -0.082 -0.296
C -4.80129 2.30401 2.16020 -0.172 -0.204 0.101
C -1.57580 3.06340 -1.64778 0.503 0.246 -0.755
C -1.51742 4.44291 -1.88867 -0.063 -0.582 0.191
C -0.87017 4.92673 -3.00734 0.158 -0.081 -0.182
C -0.27262 4.05174 -3.90423 -0.027 -0.154 0.094
C -0.32128 2.67986 -3.67507 0.154 0.215 -0.196
C -0.96648 2.19195 -2.56000 -0.208 0.225 0.506
C -2.34697 -2.45027 -3.10853 0.589 -0.228 -0.802
C -2.96805 -3.20350 -4.11923 0.262 0.348 0.489
C -2.27183 -3.57875 -5.24899 0.229 0.044 -0.067
C -0.94148 -3.21331 -5.40098 -0.008 0.073 0.158
C -0.31002 -2.46459 -4.41153 0.151 -0.142 -0.326
C -1.00399 -2.08929 -3.28301 -0.472 0.068 0.381
H -6.72681 -2.39468 -0.24816 -0.037 0.002 0.017
H -5.86103 -2.29498 1.28999 -0.070 -0.024 0.050
H -6.36924 -0.81815 0.46954 -0.088 0.008 0.028
H -5.13331 -2.93060 -2.26460 -0.109 -0.104 -0.115
H -4.41412 -0.39196 1.91916 -0.298 0.042 0.225
H -1.04560 -3.07040 4.36212 0.027 -0.190 0.118
H -3.26985 -1.91030 5.24151 0.012 0.009 0.025
H -3.69479 -0.38626 4.44643 -0.024 0.037 0.046
H -4.41815 -1.89888 3.90393 -0.080 0.006 0.046
H 0.19420 -2.81782 -0.22532 -0.051 -0.237 -0.069
H 2.05214 -4.25571 -0.99292 -0.017 -0.033 -0.119
H 3.45111 -5.45611 0.64881 0.077 -0.042 -0.045
H 3.05078 -5.15881 3.06532 0.020 -0.030 0.038
H 1.22213 -3.71701 3.84336 -0.035 0.004 0.165
H -3.59662 4.17206 0.23300 -0.086 0.196 -0.097
H -5.08221 3.34807 2.26931 0.019 0.011 0.017
H -5.68557 1.74596 1.85561 -0.070 -0.018 0.016
H -4.48185 1.91941 3.12586 0.000 0.016 0.080
H -1.96350 5.12978 -1.18846 -0.104 0.097 0.100
H -0.82417 5.98837 -3.18728 -0.021 0.143 -0.006
H 0.22520 4.43501 -4.78157 0.030 0.017 -0.082
H 0.13490 2.00360 -4.38051 0.046 -0.111 -0.095
H -1.03023 1.11674 -2.38396 -0.108 -0.088 -0.215
H -3.99960 -3.49359 -4.01335 -0.130 -0.039 0.015
H -2.76622 -4.15775 -6.01352 -0.026 -0.046 -0.069
H -0.39838 -3.51058 -6.28469 0.066 -0.002 -0.059
H 0.72514 -2.18231 -4.53608 0.081 0.029 0.001
H -0.50168 -1.49499 -2.49790 -0.025 -0.184 -0.326
C 1.12931 3.41405 -0.02605 0.019 -0.220 -0.042
C 2.20458 2.86397 0.90452 -0.020 -0.544 -0.255
C 1.61841 2.89614 2.31389 0.048 -0.098 0.039
C 3.47106 3.70326 0.82511 0.128 -0.106 -0.042
P 2.49910 1.00301 0.43395 2.578 1.630 1.078
N 1.10415 0.35901 0.07867 -3.747 -2.260 -1.356
C 3.55322 0.82465 -1.17985 -0.495 -0.117 0.008
C 2.97277 1.79775 -2.20554 -0.067 0.047 0.111
C 3.33512 -0.58614 -1.72583 -0.094 -0.103 0.101
C 5.03591 1.09989 -0.97913 -0.013 -0.014 0.327
C 3.26550 0.03580 1.93347 -0.298 0.035 -0.405
C 3.69478 -1.33254 1.41409 0.008 0.044 -0.119
C 4.46062 0.75346 2.54444 -0.025 0.256 -0.147
C 2.16734 -0.19404 2.97277 -0.133 0.183 -0.013
H 0.78924 4.37698 0.35285 -0.001 0.056 0.085
H 0.28331 2.73197 -0.03753 -0.064 0.166 -0.013
H 1.47297 3.57009 -1.04210 -0.015 -0.016 -0.121
H 1.25425 3.90250 2.51792 -0.005 0.079 -0.062
H 2.34985 2.66279 3.08055 0.004 -0.063 0.067
H 0.77051 2.21677 2.38869 -0.104 -0.025 0.151
H 3.25761 4.68968 1.23611 -0.053 0.059 0.053
H 3.79880 3.85208 -0.20056 0.062 -0.007 -0.054
H 4.28915 3.27940 1.40029 0.121 0.018 0.057
H 1.89173 1.69182 -2.27026 -0.079 0.108 -0.117
H 3.39301 1.56548 -3.18326 0.069 -0.081 -0.043
H 3.22654 2.83048 -1.98929 -0.053 0.101 0.030
H 2.26835 -0.79510 -1.82275 0.018 -0.121 -0.128
H 3.78576 -1.35431 -1.11029 -0.009 -0.099 0.029
H 3.78985 -0.65126 -2.71242 0.028 0.066 -0.104
H 5.21754 2.09179 -0.57552 0.082 0.065 0.042
H 5.52296 1.04700 -1.95405 -0.041 -0.008 -0.056
H 5.51180 0.35984 -0.33970 0.049 -0.005 0.028
H 4.58162 -1.27144 0.79116 0.065 -0.025 -0.108
H 2.88349 -1.80760 0.86761 0.049 -0.151 -0.031
H 3.94424 -1.97328 2.25940 -0.022 0.046 0.090
H 5.23447 0.95074 1.80811 0.132 0.047 -0.026
H 4.89758 0.11452 3.31082 -0.027 -0.131 0.041
H 4.18965 1.68774 3.02681 -0.002 0.083 0.027
H 1.24468 -0.50383 2.48775 -0.144 -0.079 0.108
H 1.96998 0.67680 3.58639 -0.042 0.086 -0.004
H 2.47779 -0.98981 3.64802 0.079 -0.116 -0.034
```
Positions in Å, forces in eV/Å.

Net charge: +2
DFT total energy in eV: -67668.472
<S²>: 0.86
Spin multiplicity: 2
Largest force on an atom in eV Å⁻¹: 4.858

These are the Mulliken partial charges, in e, on atoms 1 to 6: 1.503 -1.465 0.534 -1.319 -0.033 0.283